(1)
Below is a structure of composition C54H50N6O4S4Y at a distorted geometry, with properties calculated with the ωB97M-V functional and the def2-TZVPD basis.

Each line ends with the Löwdin charge.
Positions of all 119 atoms, in Å:
Y: -0.75440 -1.31650 -0.59288  1.31
N: 1.21601 -1.28731 0.09781  -0.38
S: 2.53974 -0.75978 -0.28239  0.82
N: 2.85625 0.77034 0.16911  -0.35
S: 2.64487 2.04348 -0.68748  0.91
N: 1.32776 2.28763 -1.47323  -0.35
S: -0.17941 2.00925 -0.93519  0.82
N: -0.72054 0.66867 -1.22357  -0.39
C: -1.08003 3.29429 -1.74720  -0.33
C: -2.39940 3.47264 -1.34358  -0.07
C: -3.18044 4.39415 -2.01897  -0.04
C: -2.64769 5.11004 -3.08628  -0.04
C: -1.33378 4.91099 -3.48265  -0.04
C: -0.53384 3.99674 -2.81036  -0.05
C: -0.21852 2.48648 0.78339  -0.32
C: -0.29536 3.83273 1.12613  -0.05
C: -0.31229 4.18161 2.46669  -0.04
C: -0.24832 3.19615 3.44441  -0.04
C: -0.15597 1.85764 3.08897  -0.05
C: -0.14129 1.49396 1.75019  -0.08
C: 3.01466 3.35125 0.43657  -0.33
C: 3.00605 4.63407 -0.10330  -0.05
C: 3.31920 5.69719 0.72354  -0.03
C: 3.63309 5.46803 2.05978  -0.03
C: 3.63422 4.18047 2.57707  -0.04
C: 3.32483 3.09861 1.76368  -0.05
C: 3.86818 2.19320 -1.94805  -0.32
C: 3.51989 2.34266 -3.28111  -0.06
C: 4.54111 2.44870 -4.21523  -0.04
C: 5.86696 2.40668 -3.80934  -0.03
C: 6.19418 2.25602 -2.46500  -0.03
C: 5.19164 2.14696 -1.51929  -0.06
C: 3.86247 -1.61958 0.51042  -0.33
C: 3.73110 -3.00252 0.56116  -0.06
C: 4.74666 -3.74542 1.13887  -0.04
C: 5.86578 -3.10763 1.66102  -0.04
C: 5.97694 -1.72509 1.61327  -0.04
C: 4.97234 -0.96718 1.02950  -0.07
C: 2.95420 -0.82226 -2.01942  -0.30
C: 1.94388 -0.69388 -2.96530  -0.08
C: 2.27751 -0.68046 -4.31070  -0.05
C: 3.60482 -0.79411 -4.70069  -0.04
C: 4.60698 -0.92170 -3.74888  -0.04
C: 4.28826 -0.93519 -2.40004  -0.05
H: -2.81396 2.90160 -0.52220  0.11
H: -4.20467 4.55553 -1.71181  0.12
H: -3.26256 5.82847 -3.61123  0.12
H: -0.92686 5.47108 -4.31327  0.12
H: 0.49356 3.83868 -3.10196  0.10
H: -0.35470 4.59563 0.36178  0.13
H: -0.38273 5.22353 2.74783  0.12
H: -0.26704 3.47581 4.48945  0.12
H: -0.08710 1.09376 3.85227  0.12
H: -0.02285 0.45331 1.47498  0.07
H: 2.77015 4.79498 -1.14841  0.13
H: 3.33050 6.70268 0.32567  0.12
H: 3.88760 6.30274 2.69924  0.12
H: 3.88658 4.01318 3.61541  0.12
H: 3.32231 2.08766 2.14361  0.11
H: 2.48190 2.36272 -3.57677  0.11
H: 4.29744 2.56892 -5.26202  0.12
H: 6.65567 2.49850 -4.54394  0.12
H: 7.23002 2.23437 -2.15551  0.12
H: 5.43194 2.04646 -0.46817  0.12
H: 2.84442 -3.47577 0.16096  0.11
H: 4.66734 -4.82272 1.18598  0.12
H: 6.65554 -3.69344 2.11146  0.12
H: 6.84615 -1.23639 2.03153  0.12
H: 5.04093 0.10950 0.98866  0.09
H: 0.90275 -0.58933 -2.68143  0.07
H: 1.49920 -0.58641 -5.05601  0.12
H: 3.85784 -0.79255 -5.75249  0.12
H: 5.63904 -1.02325 -4.05574  0.13
H: 5.06805 -1.04315 -1.65950  0.12
O: -3.25569 -0.81995 -0.90102  -0.09
O: -4.42837 0.77641 -0.33451  0.05
C: -0.60425 -5.94184 -1.15327  -0.19
S: -1.00242 -4.44289 -0.26879  1.01
O: -0.76357 -3.33679 -1.32346  -0.63
C: -2.76135 -4.66026 -0.15101  -0.41
C: -3.56589 -4.50597 -1.27216  -0.06
C: -4.92219 -4.76144 -1.15269  -0.05
C: -5.45163 -5.16724 0.06844  -0.06
C: -4.63458 -5.30152 1.18284  -0.06
C: -3.27507 -5.03808 1.08050  -0.08
H: -1.17721 -5.96637 -2.07797  0.08
H: -0.86714 -6.77957 -0.50830  0.08
H: 0.46555 -5.94189 -1.35310  0.07
H: -3.13910 -4.19796 -2.21862  0.12
H: -5.56529 -4.66332 -2.01684  0.12
H: -6.50723 -5.39217 0.14688  0.12
H: -5.05108 -5.62418 2.12777  0.12
H: -2.62345 -5.14524 1.93998  0.12
C: -5.34927 -0.90682 4.12115  0.04
N: -4.13153 -1.58099 3.67948  -0.03
N: -3.60076 -1.38551 2.42752  0.07
C: -2.31536 -1.84762 2.41196  -0.37
O: -1.65551 -1.88864 1.31513  -0.17
C: -2.01665 -2.27781 3.71053  0.09
C: -3.15945 -2.08357 4.46509  -0.23
C: -3.40050 -2.33417 5.91065  0.02
C: -4.32058 -1.10349 1.23989  -0.09
C: -3.59492 -0.14620 0.32563  -0.28
C: -4.40864 -0.11160 -1.45773  -0.22
C: -5.64999 -0.95558 -1.49289  0.03
C: -6.11423 -1.59300 -0.41756  -0.03
C: -5.45391 -1.71036 0.89173  0.04
H: -5.84555 -0.47185 3.25986  0.09
H: -5.10859 -0.11589 4.82989  0.11
H: -6.01744 -1.62642 4.58862  0.11
H: -1.08203 -2.69288 4.04323  0.13
H: -2.52634 -2.79770 6.35884  0.10
H: -4.25589 -2.99579 6.05124  0.10
H: -3.60858 -1.40463 6.44312  0.10
H: -2.75275 0.34431 0.82229  0.14
H: -4.17040 0.38973 -2.39308  0.17
H: -6.20179 -0.99087 -2.42301  0.13
H: -7.04030 -2.14443 -0.51682  0.12
H: -5.90389 -2.40609 1.59076  0.13

Output
total energy	-4347.3574	hartree
highest occupied orbital energy	-15.59	eV
LUMO energy	-7.02	eV
relative energy (zero: lowest compared OMol25 entry of this formula, charge and spin)	0.0	kJ/mol
charge	+3
multiplicity	1

(2)
Below is a cluster of 13 separate species, C54H53N13O14 in total at a distorted geometry, with properties calculated with the ωB97M-V functional and the def2-TZVPD basis.

Each line ends with the Löwdin charge.
Positions of all 134 atoms, in Å:
C: -0.69186 4.42609 -1.59917  -0.07
C: -1.87902 4.93187 -0.83839  -0.25
N: -2.85027 5.33336 -0.26667  0.11
H: -1.06131 3.74757 -2.36807  0.03
H: 0.03750 3.86780 -1.01228  0.05
H: -0.23973 5.32948 -2.00854  0.08
C: 3.31935 -0.61120 5.26691  -0.07
C: 4.75878 -0.39761 5.50844  -0.27
N: 5.92204 -0.23394 5.67452  0.12
H: 2.79680 0.33627 5.13524  0.06
H: 2.85204 -1.29868 5.97196  0.07
H: 3.33424 -1.10409 4.29483  0.07
C: -1.57585 0.53440 -4.70359  -0.07
C: -0.60091 1.41691 -4.11678  -0.28
N: 0.18206 2.12088 -3.64535  0.16
H: -2.59367 0.90831 -4.59255  0.08
H: -1.49733 -0.38471 -4.12292  0.07
H: -1.39748 0.40344 -5.77088  0.09
C: 6.74926 -0.95349 1.55032  -0.08
C: 7.54429 -1.24624 2.75683  -0.27
N: 8.22156 -1.45152 3.70382  0.11
H: 7.37665 -0.89141 0.66115  0.07
H: 6.08376 -0.09023 1.55288  0.05
H: 6.10689 -1.83134 1.48088  0.07
C: 6.07154 -2.16217 -3.87394  -0.07
C: 5.04211 -3.18839 -3.67912  -0.26
N: 4.25798 -4.03767 -3.56695  0.15
H: 5.98968 -1.41414 -4.66252  0.08
H: 7.00998 -2.65670 -4.12471  0.08
H: 6.28799 -1.67026 -2.92564  0.08
C: 2.38100 3.02802 3.60073  -0.06
C: 3.52082 2.24472 3.11692  -0.26
N: 4.40142 1.62115 2.77625  0.17
H: 2.64926 3.95837 4.10133  0.09
H: 1.81771 2.46635 4.34594  0.07
H: 1.63476 3.33286 2.86705  0.05
C: 0.04369 -2.13268 4.83323  -0.15
C: 0.69921 -3.32562 5.06255  -0.14
C: 0.78511 -4.25066 4.02078  -0.05
C: 0.23573 -4.00389 2.74181  -0.14
C: -0.43157 -2.73691 2.57190  -0.05
C: -0.54765 -1.81210 3.57160  -0.12
N: 0.47119 -4.94971 1.64487  -0.46
O: 1.16190 -5.96956 1.81233  -0.10
O: -0.08393 -4.76912 0.54630  -0.11
H: 0.01486 -1.41097 5.63616  0.08
H: 1.14542 -3.50924 6.02876  0.09
H: 1.31084 -5.17633 4.20282  0.09
H: -0.73777 -2.54130 1.55486  0.09
H: -1.02691 -0.85035 3.46322  0.06
C: -6.14965 0.51082 1.47791  -0.08
C: -5.47733 -0.62290 1.07551  -0.07
C: -4.43369 -0.61920 0.16157  0.01
C: -4.02853 0.57618 -0.44787  -0.13
C: -4.66297 1.70030 -0.03499  -0.01
C: -5.69871 1.70721 0.94871  -0.05
N: -2.81027 0.59078 -1.33191  -0.28
O: -2.16826 -0.43970 -1.31502  0.08
O: -2.56381 1.60497 -2.00535  0.04
H: -6.95226 0.41885 2.19466  0.11
H: -5.70314 -1.56691 1.54907  0.11
H: -3.86575 -1.51293 -0.05078  0.12
H: -4.32400 2.65734 -0.40321  0.10
H: -6.07798 2.69104 1.18242  0.11
C: 1.55972 -3.77004 -9.24923  -0.07
C: 2.75462 -3.20325 -8.85142  -0.09
C: 2.90499 -2.63589 -7.61974  -0.03
C: 1.81011 -2.41927 -6.81884  -0.11
C: 0.55666 -3.08740 -7.09460  0.04
C: 0.49205 -3.69910 -8.35879  -0.07
N: 1.93930 -1.45231 -5.69219  -0.32
O: 0.93427 -1.42654 -5.01844  0.05
O: 2.98164 -0.84191 -5.47673  0.07
H: 1.44577 -4.25108 -10.20945  0.11
H: 3.55281 -3.40623 -9.55005  0.11
H: 3.85327 -2.14821 -7.44847  0.12
H: -0.29393 -3.17521 -6.43490  0.11
H: -0.47195 -4.08231 -8.65925  0.10
C: 2.41020 -1.58024 -1.07917  -0.09
C: 2.81481 -1.59511 0.21094  -0.03
C: 2.15347 -0.66250 1.09547  0.03
C: 1.24513 0.26436 0.58113  -0.14
C: 0.91161 0.23336 -0.76395  -0.02
C: 1.55996 -0.62475 -1.61333  -0.05
N: 0.54815 1.25417 1.43752  -0.29
O: 0.34854 2.38808 0.93529  0.02
O: 0.34413 0.96300 2.59505  0.06
H: 2.86581 -2.34691 -1.68831  0.09
H: 3.40469 -2.35310 0.70479  0.11
H: 2.33071 -0.59152 2.15846  0.09
H: 0.22172 0.94755 -1.18865  0.09
H: 1.33355 -0.68548 -2.66759  0.08
C: -0.88503 5.67381 2.61215  -0.06
C: 0.16889 6.03058 1.73694  -0.08
C: 0.44272 7.35934 1.47780  -0.01
C: -0.27841 8.37153 2.11654  -0.12
C: -1.36472 8.01611 2.95398  0.00
C: -1.69785 6.66736 3.18888  -0.05
N: 0.05127 9.82298 1.88893  -0.30
O: 1.04334 10.05503 1.12818  0.03
O: -0.63698 10.71516 2.39033  0.06
H: -1.06872 4.61360 2.70495  0.08
H: 0.65702 5.22289 1.21182  0.09
H: 1.16556 7.54322 0.69672  0.12
H: -1.97938 8.83869 3.28856  0.11
H: -2.51051 6.41228 3.85292  0.10
C: -3.52082 3.02544 3.89469  -0.04
C: -2.95557 1.72734 3.63819  -0.03
C: -3.71562 0.59704 3.90004  -0.01
C: -4.98163 0.63647 4.55077  -0.12
C: -5.46041 1.96010 4.84403  -0.01
C: -4.73113 3.08507 4.55247  -0.10
N: -5.79761 -0.54480 4.88517  -0.35
O: -6.81460 -0.41926 5.57802  0.05
O: -5.33241 -1.63116 4.61458  0.09
H: -2.91342 3.90849 3.76175  0.07
H: -1.95784 1.58233 3.25099  0.08
H: -3.33594 -0.37054 3.60672  0.11
H: -6.40401 2.11264 5.34678  0.11
H: -5.03458 4.11044 4.70388  0.11
C: 0.66624 -5.12933 -3.43681  -0.04
C: 0.27627 -3.81989 -3.09732  -0.06
C: -1.06133 -3.50688 -2.98662  -0.03
C: -2.01229 -4.47697 -2.94971  -0.11
C: -1.61298 -5.85231 -3.07542  0.01
C: -0.28060 -6.17444 -3.35283  -0.05
N: -3.48562 -4.12833 -2.89662  -0.34
O: -3.82302 -2.95565 -2.87395  0.05
O: -4.24842 -5.07965 -2.93689  0.06
H: 1.68189 -5.33095 -3.74377  0.08
H: 0.91574 -2.95122 -3.04342  0.07
H: -1.34469 -2.48519 -2.78110  0.10
H: -2.32293 -6.66603 -3.06063  0.11
H: -0.09749 -7.21901 -3.55709  0.10

Output
total energy	-3853.9725	hartree
highest occupied orbital energy (spin up / spin down)	-1.90 / -5.49	eV
LUMO energy (spin up / spin down)	0.37 / 0.37	eV
<S²>	0.7692
charge	-1
multiplicity	2